(1)
# C28H34N3O13S4

A molecular structure, C28H34N3O13S4 at a distorted geometry (the ωB97M-V functional and the def2-TZVPD basis, the OMol25 dataset).

Geometry as XYZ:
```
82
Properties=species:S:1:pos:R:3:forces:R:3:mulliken_charge:R:1
C 10.50179 -1.92505 -0.02326 -0.034 -0.204 0.181 -1.275
C 9.37971 -1.35950 -0.84148 -0.212 -0.500 -0.136 0.854
N 8.66805 -2.06431 -1.61391 -0.146 0.144 -0.498 -0.703
C 9.08136 0.09867 -0.69961 0.428 0.095 -0.098 -0.921
S 7.78987 0.40877 0.51861 0.286 -0.021 -0.013 1.188
O 7.80285 -0.74138 1.39600 0.008 -0.146 0.140 -0.703
O 8.18162 1.65720 1.13106 -0.121 0.258 -0.073 -0.708
N 6.49421 0.49298 -0.39916 0.126 0.246 0.369 -0.318
S 5.09178 0.56440 0.34708 -0.352 -0.276 0.290 1.015
O 4.47559 -0.73666 0.51325 -0.096 -0.161 -0.280 -0.672
O 5.05801 1.37178 1.55103 0.288 0.212 -0.053 -0.727
C 4.11567 1.46605 -0.84506 0.275 -0.023 -0.133 -1.045
C 2.73283 1.75833 -0.28441 0.085 -0.143 -0.334 -0.475
C 1.84068 0.52345 -0.34832 0.207 0.024 0.172 -0.577
S 0.08284 0.96718 -0.22255 -0.350 0.171 0.220 -0.166
C -0.67804 -0.25503 -1.29376 0.650 0.142 -0.017 0.506
S -0.22057 -0.36948 -2.85269 0.075 -0.416 -0.061 -0.267
N -1.61599 -1.03719 -0.64721 -0.838 0.615 -1.171 0.832
C -2.63138 -0.24837 0.02750 0.048 -0.320 1.105 -0.770
C -2.75096 -0.40666 1.40463 -0.424 0.200 0.156 0.050
C -3.72494 0.29354 2.10935 -0.138 -0.012 -0.095 -0.717
C -4.59599 1.16244 1.45859 0.422 -0.306 -0.450 -0.183
C -4.45389 1.32557 0.08325 -0.013 -0.166 0.237 -1.064
C -3.48400 0.62571 -0.63037 -0.038 0.140 -0.063 0.020
C -2.11690 -2.19491 -1.36990 0.256 -0.331 0.459 -0.278
C -3.11439 -2.15477 -2.33254 -0.134 0.058 -0.063 -0.054
C -3.55118 -3.32137 -2.94535 0.448 0.011 0.365 -0.773
C -2.97169 -4.53847 -2.59336 -0.122 0.266 -0.047 -0.389
C -1.98702 -4.57056 -1.61895 0.251 -0.001 0.143 -0.602
C -1.54979 -3.40704 -0.99878 -0.575 0.248 -0.709 -0.487
H 10.48865 -3.01025 -0.06927 -0.037 -0.167 -0.066 0.432
H 11.46981 -1.59933 -0.39989 0.104 0.257 0.069 0.286
H 10.38534 -1.64863 1.02093 0.086 0.229 0.111 0.303
H 8.97004 -3.03553 -1.59677 -0.001 -0.091 0.085 0.240
H 9.94940 0.60742 -0.29129 0.062 0.126 0.194 0.379
H 8.86142 0.56195 -1.65415 -0.388 -0.032 -0.057 0.350
H 4.06909 0.90593 -1.77572 0.008 -0.242 -0.022 0.428
H 4.66904 2.37491 -1.06226 0.056 0.174 0.176 0.420
H 2.30932 2.55061 -0.89841 -0.203 0.145 0.050 0.248
H 2.85475 2.10678 0.73657 -0.149 0.213 0.122 0.400
H 2.07280 -0.13845 0.47729 0.040 -0.131 0.045 0.159
H 2.04680 -0.01688 -1.26424 -0.310 -0.044 -0.241 0.419
H -2.10065 -1.08461 1.93526 0.171 -0.094 -0.095 0.459
H -3.83490 0.14890 3.17496 0.122 -0.054 0.095 0.369
H -5.37267 1.69861 1.98229 0.157 -0.049 0.048 0.484
H -5.12595 1.99111 -0.43660 0.006 0.098 -0.154 0.444
H -3.41355 0.77727 -1.69617 0.141 0.057 -0.128 0.518
H -3.55965 -1.22159 -2.62989 -0.015 0.224 0.024 0.346
H -4.32481 -3.25192 -3.69287 -0.092 -0.118 -0.128 0.397
H -3.28935 -5.44709 -3.08249 -0.035 -0.124 0.005 0.378
H -1.52761 -5.49834 -1.31484 -0.039 -0.189 -0.034 0.397
H -0.79050 -3.42666 -0.24571 0.215 -0.041 0.160 0.596
C 0.96990 -3.69320 4.23535 0.116 0.072 0.110 -0.347
C 1.50204 -2.83012 3.10880 0.179 0.168 0.151 -0.326
O 1.02836 -3.52709 1.95440 -0.071 -0.072 0.037 -0.257
C -0.04941 -4.25931 2.30581 0.195 0.203 -0.126 0.687
O -0.76034 -4.80202 1.52365 -0.150 -0.320 0.258 -0.540
O -0.20471 -4.27403 3.65272 0.030 -0.003 -0.059 -0.357
H 0.71211 -3.12557 5.12568 -0.173 -0.041 -0.035 0.293
H 1.65840 -4.49518 4.50790 -0.001 -0.007 -0.045 0.267
H 1.07724 -1.82494 3.11182 -0.029 -0.015 -0.007 0.214
H 2.58586 -2.75650 3.09248 0.002 -0.054 -0.182 0.370
C -1.28176 5.07255 -4.07577 0.099 0.131 -0.010 -0.378
C -0.40273 3.85177 -3.90391 0.245 0.040 -0.004 -0.294
O -1.29283 2.92269 -3.28812 -0.209 0.061 -0.018 -0.091
C -2.55824 3.27494 -3.59584 0.135 -0.033 -0.004 0.549
O -3.52182 2.61435 -3.38160 -0.110 -0.027 0.007 -0.491
O -2.58482 4.49533 -4.19455 0.034 -0.012 0.014 -0.369
H -1.03999 5.65541 -4.96112 -0.157 -0.049 -0.067 0.304
H -1.26487 5.72531 -3.20091 0.002 -0.038 0.023 0.265
H -0.06539 3.43763 -4.85591 -0.039 0.002 -0.009 0.275
H 0.46030 4.02965 -3.26772 -0.070 -0.136 0.122 0.243
C -10.01700 3.17061 3.03230 -0.161 0.004 0.010 -0.349
C -9.46167 1.86967 3.57404 -0.118 -0.082 0.090 -0.307
O -8.18721 1.79406 2.93327 -0.070 0.048 0.021 -0.278
C -7.80709 3.04958 2.59281 0.043 0.005 -0.031 0.654
O -6.72867 3.34071 2.19553 -0.140 0.202 0.035 -0.507
O -8.82988 3.92249 2.76920 -0.038 -0.076 0.028 -0.358
H -10.65144 3.69554 3.74175 0.123 0.125 0.009 0.286
H -10.56184 3.03470 2.09634 0.030 -0.029 -0.010 0.265
H -9.31138 1.89715 4.65489 0.012 0.038 -0.006 0.261
H -10.06814 1.00427 3.32023 0.133 -0.056 -0.104 0.273
```
Forces are in eV/Å.

Calculated values
- 2S+1: 1
- Kohn-Sham gap: 7.1 eV
- E: -104017.098 eV
- Net charge: -1

---

(2)
# C28H35AsBrIN2O2PdS2Sb

A molecular structure, C28H35AsBrIN2O2PdS2Sb (the ωB97M-V functional and the def2-TZVPD basis, the OMol25 dataset).

Geometry as XYZ:
```
74
Properties=species:S:1:pos:R:3:forces:R:3:mulliken_charge:R:1
Pd -1.67275 0.98699 -1.54304 0.446 -0.665 -0.539 0.946
S -1.96675 -1.07330 0.92813 0.022 -0.055 0.051 -0.172
Sb -0.51378 -0.86415 2.79536 -0.136 0.106 0.033 1.813
C -1.57149 -1.19232 4.56320 0.146 0.126 -0.111 0.823
C -1.80198 -0.16334 5.47507 -0.204 -0.245 0.018 -0.359
C -2.43800 -0.46979 6.67155 -0.004 0.005 -0.028 -0.652
C -2.83552 -1.77505 6.93676 0.041 0.007 -0.078 -0.549
C -2.61587 -2.78617 6.00631 -0.031 -0.012 0.005 -0.618
C -1.97519 -2.50341 4.80908 -0.031 0.128 0.211 -0.753
C 0.42139 1.00994 2.69435 -0.078 -0.084 0.126 0.160
C 0.61933 1.58290 1.44309 0.137 0.214 0.210 0.016
C 1.17604 2.84966 1.34798 0.008 -0.060 0.026 -0.848
C 1.51930 3.54346 2.50371 0.018 0.055 -0.048 -0.513
C 1.32996 2.96451 3.75144 -0.007 -0.028 0.030 -0.755
C 0.78446 1.68978 3.85602 0.147 0.015 -0.149 -0.477
C 0.82336 -2.44365 2.50317 -0.085 0.106 -0.018 0.727
C 0.32735 -3.67588 2.08097 0.271 -0.062 -0.045 -0.608
C 1.20903 -4.74348 1.95850 -0.034 0.022 -0.024 -0.853
C 2.55900 -4.57064 2.25097 -0.028 0.033 -0.011 -0.559
C 3.04025 -3.33313 2.66337 -0.004 -0.009 -0.002 -0.730
C 2.17084 -2.25581 2.79586 -0.018 -0.148 -0.032 -0.433
H -1.52714 0.85989 5.26431 0.059 0.039 -0.029 0.568
H -2.62628 0.31589 7.39305 0.008 -0.060 -0.023 0.416
H -3.32343 -2.00663 7.87427 -0.006 0.004 -0.020 0.411
H -2.94265 -3.79829 6.21150 0.023 0.062 0.020 0.420
H -1.79899 -3.29912 4.09488 0.028 0.016 0.016 0.264
H 0.34682 1.05048 0.54917 -0.114 -0.163 -0.289 0.064
H 1.33861 3.28590 0.36910 0.000 0.028 0.071 0.534
H 1.94481 4.53889 2.43244 -0.037 -0.104 0.010 0.426
H 1.60596 3.50369 4.65000 0.007 -0.046 -0.067 0.433
H 0.68469 1.23293 4.83032 -0.085 0.003 0.063 0.671
H -0.72101 -3.81260 1.83981 -0.003 -0.004 0.037 0.398
H 0.83858 -5.71250 1.64448 0.036 0.043 0.029 0.464
H 3.23878 -5.40959 2.16627 -0.030 0.032 0.004 0.451
H 4.09038 -3.20895 2.89879 -0.051 -0.012 -0.008 0.462
H 2.54709 -1.29773 3.13769 -0.016 -0.007 -0.028 0.456
O -0.34833 -0.80187 -1.98554 0.071 0.220 -0.144 -0.756
S 0.69021 -1.54724 -1.13769 -0.173 0.036 0.296 0.949
C 1.00279 -3.13691 -1.95581 -0.071 -0.113 -0.078 -0.833
C 2.34311 -3.05057 -2.68396 -0.072 -0.008 -0.003 -0.614
C 3.20989 -2.10239 -1.86305 -0.039 0.013 0.057 -0.697
C 2.33048 -0.89341 -1.55262 0.039 0.046 -0.034 -0.347
H 0.13740 -3.32820 -2.59004 0.004 -0.023 0.022 0.445
H 1.01953 -3.87834 -1.15387 0.011 0.043 -0.014 0.262
H 2.20577 -2.66463 -3.69593 -0.025 0.026 0.008 0.254
H 2.79455 -4.03668 -2.77548 -0.014 -0.015 -0.011 0.408
H 4.11030 -1.80261 -2.39487 0.045 0.041 0.005 0.376
H 3.52607 -2.58503 -0.93367 -0.022 0.037 -0.033 0.307
H 2.15994 -0.25793 -2.42422 0.079 -0.018 0.017 -0.213
H 2.68421 -0.28257 -0.72420 -0.011 0.031 0.009 0.542
I -5.75090 4.47793 -5.29737 -0.202 0.090 -0.195 0.649
C -4.51608 3.78178 -3.92384 -0.108 0.027 -0.160 -0.239
C -3.92151 4.52905 -2.87385 -0.167 -0.276 -0.257 -0.163
N -3.21648 3.65815 -2.20493 0.212 -0.277 0.307 0.316
N -3.28860 2.36809 -2.70226 0.571 0.417 0.394 0.006
C -4.05687 2.42945 -3.74373 -0.312 0.170 0.024 -0.669
H -3.99552 5.57671 -2.60483 0.002 -0.156 -0.063 0.493
H -2.69676 3.81685 -1.34742 0.041 -0.109 0.024 0.190
H -4.31388 1.54479 -4.31190 0.051 0.129 -0.014 0.546
C 0.48063 0.18709 -4.86578 -0.003 -0.019 -0.068 -1.043
As 0.40850 1.95286 -4.15009 -0.031 0.153 0.228 0.664
C 2.14249 2.73096 -4.12921 0.034 0.004 -0.006 -1.153
C -0.65177 2.95114 -5.39123 -0.041 0.008 -0.028 -1.137
O -0.18545 2.07598 -2.56738 -0.226 0.045 -0.103 -0.564
H 0.60406 0.28188 -5.94632 0.015 -0.048 0.047 0.516
H -0.44302 -0.33398 -4.63319 -0.041 -0.074 0.006 0.336
H 1.31969 -0.35457 -4.44280 0.023 -0.067 -0.014 0.189
H 2.67913 2.46978 -5.03893 0.029 0.003 -0.030 0.420
H 2.67357 2.36386 -3.25664 0.089 -0.029 0.051 0.358
H 2.03370 3.80965 -4.06131 0.041 0.078 0.019 0.403
H -0.04984 3.12985 -6.28337 -0.035 0.011 0.010 0.458
H -0.93702 3.90430 -4.95299 0.000 0.038 0.018 0.328
H -1.52810 2.37073 -5.67071 -0.065 0.015 -0.007 0.354
Br -2.94110 1.62672 0.42311 -0.093 0.274 0.305 -0.386
```
Forces are in eV/Å.

Calculated values
- Energy relative to the best compared isomer or geometry (same formula, charge and spin): 0.000 eV
- 2S+1: 5
- Kohn-Sham gap (spin up / spin down): 8.3 / 3.7 eV
- E: -207319.463 eV
- Net charge: +3

---

(3)
# C28H35Br10N3O6

8 unconnected molecules or ions with the total composition C28H35Br10N3O6 at a distorted geometry (the ωB97M-V functional and the def2-TZVPD basis, the OMol25 dataset).

Geometry as XYZ:
```
82
Properties=species:S:1:pos:R:3:forces:R:3:mulliken_charge:R:1
Br 3.65370 -0.82488 2.63492 -0.144 -0.358 1.549 -0.179
C 3.04187 -1.82430 4.29719 -0.394 0.414 -0.624 -0.659
C 1.73115 -2.45958 3.97560 -0.463 -0.442 0.513 -0.377
Br 1.33237 -3.38409 5.66941 -0.372 -0.129 -0.196 -0.134
H 2.88927 -1.10182 5.09895 0.469 0.100 -0.243 0.386
H 3.68227 -2.65436 4.59552 0.732 0.653 -0.358 0.521
H 1.81419 -3.22902 3.20803 -0.156 0.174 0.045 0.447
H 0.89477 -1.77916 3.81563 0.297 -0.049 -0.132 0.019
Br -1.91996 1.11411 -3.44341 -0.826 -0.242 -0.433 -0.172
C -3.25364 0.56405 -4.86861 -0.368 -0.189 0.630 -0.598
C -4.70275 0.48204 -4.34779 1.010 0.182 0.264 -0.123
Br -5.81939 0.03013 -5.85965 -0.007 0.089 0.031 -0.084
H -2.90215 -0.42458 -5.16383 0.020 0.299 -0.211 0.406
H -3.15311 1.31609 -5.65118 0.120 -0.224 0.129 0.436
H -5.02144 1.42011 -3.89328 -0.118 -0.109 -0.304 0.355
H -4.84585 -0.31772 -3.62116 0.165 0.186 -0.108 -0.146
Br 1.91038 -2.76400 -2.17032 -0.443 -0.462 -0.701 -0.106
C 3.51318 -3.27593 -1.21498 -0.672 0.052 0.902 -0.459
C 3.69391 -2.13736 -0.22446 1.789 0.396 -1.032 -0.646
Br 4.43256 -0.54778 -1.28879 -0.521 -0.878 1.185 -0.020
H 4.29995 -3.53495 -1.92350 0.034 0.683 0.128 0.416
H 3.28791 -4.19450 -0.67315 -0.211 0.030 0.036 0.362
H 4.47149 -2.31707 0.51795 0.001 -0.138 -0.286 0.481
H 2.79458 -1.83286 0.31086 0.067 -0.070 -0.530 0.052
Br -0.57392 -0.49969 1.59968 -0.088 -0.576 -0.202 0.009
C 0.44716 0.93456 0.81398 0.933 0.420 -1.128 -0.616
C 0.61304 0.64094 -0.69986 -0.562 0.610 0.659 -0.106
Br 1.66627 2.14662 -1.52341 -1.119 -1.200 0.761 -0.039
H 1.43499 0.97633 1.27284 -0.156 -0.261 0.300 0.531
H -0.09167 1.86018 1.01645 -0.047 -0.174 -0.171 0.637
H -0.40283 0.56758 -1.08810 0.062 0.708 -0.536 -0.201
H 1.01432 -0.35425 -0.89137 0.837 0.358 0.027 0.101
Br -4.80714 -2.93959 -2.59962 0.562 -0.074 2.029 -0.038
C -4.40284 -2.96438 -0.55733 -0.868 1.174 -1.036 -0.222
C -2.99113 -3.32232 -0.36632 0.441 -0.642 -0.690 -0.688
Br -1.84747 -1.95440 -1.29846 -0.489 -0.207 0.611 0.350
H -5.06836 -3.63740 -0.01676 -0.068 -0.201 -0.480 0.481
H -4.59834 -1.94640 -0.22030 -0.233 -0.121 -0.233 -0.107
H -2.78791 -4.25366 -0.89491 0.484 0.087 0.230 0.415
H -2.71741 -3.37644 0.68737 0.300 0.213 -0.111 0.471
C -3.05514 1.94330 1.98131 0.078 0.765 -1.205 -0.574
C -3.74358 0.79763 2.23835 -1.160 -0.098 -0.152 -0.581
C -4.72466 0.38975 1.32277 0.402 -0.624 0.812 -0.197
C -4.96171 1.05331 0.13225 0.602 -0.265 0.864 -0.076
C -4.19504 2.17795 -0.18900 -0.015 -0.160 0.055 -0.573
C -3.27279 2.61545 0.76033 -0.194 0.102 1.060 -0.526
N -6.02920 0.45230 -0.70875 1.295 1.776 -1.546 1.099
O -6.52953 -0.56392 -0.35781 -0.900 -1.790 1.039 -0.582
O -6.27140 0.98500 -1.77434 0.104 0.537 0.114 -0.634
H -2.35538 2.35086 2.69589 0.033 0.092 0.071 0.588
H -3.65692 0.33942 3.21248 0.031 -0.410 -0.106 0.500
H -5.28470 -0.49794 1.57726 -0.291 0.098 -0.124 0.599
H -4.28618 2.69020 -1.13540 -0.283 0.078 0.036 0.538
H -2.82169 3.59646 0.73705 0.238 0.004 -0.839 0.447
C 0.00445 0.85214 5.63247 0.890 1.175 0.095 -0.436
C 0.22301 1.14008 6.97580 2.261 0.604 -0.378 -0.602
C 1.47637 1.77375 7.35987 -1.396 -0.467 -0.208 -0.444
C 2.43982 2.17291 6.41552 -1.720 -2.092 -0.948 -0.249
C 2.22002 1.80632 5.08068 -1.342 -0.283 -0.620 -0.130
C 1.00694 1.18366 4.70062 0.016 0.377 0.997 0.350
N 3.69211 2.82070 6.75697 0.166 1.452 -1.284 0.981
O 4.38792 3.22564 5.80159 -0.807 -0.895 1.896 -0.566
O 3.86754 3.02971 7.93120 0.703 -0.019 0.080 -0.578
H -0.97429 0.55421 5.28646 0.013 -0.464 0.014 0.418
H -0.52068 0.84624 7.70173 0.164 0.255 0.270 0.425
H 1.60794 1.95444 8.41648 0.274 0.173 -0.023 0.449
H 2.89574 2.04255 4.27197 0.329 0.143 0.312 0.468
H 0.74949 1.02058 3.66451 0.474 -0.013 -0.196 -0.179
C 1.64808 0.44312 -5.09392 1.417 -0.967 1.952 -0.291
C 2.81690 0.36364 -4.26929 -1.657 0.636 -1.446 0.901
C 4.07173 0.48470 -4.81913 -0.638 -0.036 1.122 -0.294
C 4.15148 0.75150 -6.16860 0.000 -0.524 -0.773 -0.133
C 3.03006 0.73842 -7.01365 0.269 -0.626 0.925 -0.325
C 1.76730 0.45048 -6.46433 0.850 1.573 -0.593 -0.652
N 5.48151 0.98554 -6.74935 2.558 -0.329 2.461 0.973
O 5.55549 1.45623 -7.82683 -0.677 0.843 -2.620 -0.573
O 6.52050 0.76286 -6.08035 -2.214 -0.215 -0.142 -0.594
H 0.77660 0.40558 -4.45711 -0.741 -0.018 -0.815 0.162
H 2.66788 0.34541 -3.19977 0.222 -0.315 -0.189 -0.433
H 4.85026 0.41966 -4.07343 0.754 0.154 -0.769 0.391
H 3.07477 0.90235 -8.08020 0.482 0.043 0.062 0.450
H 0.98682 0.53732 -7.20576 -0.588 -0.353 0.453 0.325
```
Forces are in eV/Å.

Calculated values
- 2S+1: 2
- Kohn-Sham gap (spin up / spin down): 7.7 / 2.4 eV
- E: -746764.927 eV
- Net charge: +1